Record 1
{"formula": "C5H12FN2O", "method": "wB97M-V/def2-TZVPD", "elements": ["C", "C", "O", "C", "C", "F", "C", "N", "N", "H", "H", "H", "H", "H", "H", "H", "H", "H", "H", "H", "H"], "coordinates": [[-1.909, -1.667, -2.140], [-1.629, -0.519, -1.222], [-0.349, -0.763, -0.564], [-0.242, -0.019, 0.544], [0.109, 1.432, 0.243], [-0.203, 2.453, 1.131], [1.204, 0.284, 0.912], [2.361, -0.053, 0.237], [1.408, 0.723, 2.378], [-2.963, -1.964, -2.501], [-1.624, -1.412, -3.110], [-1.415, -2.567, -1.874], [-2.348, -0.322, -0.454], [-1.567, 0.440, -1.758], [-0.910, -0.150, 1.384], [0.282, 1.846, -0.786], [3.047, 0.685, -0.090], [2.313, -0.818, -0.534], [1.339, -0.114, 3.047], [0.713, 1.529, 2.665], [2.384, 0.975, 2.494]], "atomic_forces_ev_per_a": [[-2.35, -0.54, -1.06], [0.11, 0.46, -0.09], [-0.69, -1.03, -0.78], [1.19, 1.92, 0.15], [1.90, -0.61, 0.81], [-0.27, -0.78, -0.11], [-1.44, 3.55, -1.41], [1.44, -1.51, -2.12], [-1.43, -1.19, 0.96], [0.92, 0.75, 1.83], [1.49, 0.48, -1.61], [0.45, -0.72, 0.51], [-0.70, -0.37, 0.60], [0.18, -0.27, -0.09], [-0.41, -0.40, 0.20], [-0.05, -0.87, 1.17], [-1.63, -0.93, 0.69], [-0.24, 1.68, 2.25], [-0.40, 1.37, -1.05], [1.70, -1.71, -0.69], [0.23, 0.70, -0.15]], "lowdin_charge": [-0.054, -0.195, -0.067, -0.284, -0.072, -0.013, -0.332, 0.084, 0.234, 0.126, 0.050, 0.072, 0.115, 0.128, 0.166, 0.180, 0.136, 0.162, 0.203, 0.209, 0.153], "multiplicity": 1, "e_above_lowest_ev": 0.000, "lumo_ev": -3.4, "charge": 1, "e_tot_ha": -481.976242}

Record 2
{"formula": "C54H120F6N9O12S6", "method": "wB97M-V/def2-TZVPD", "elements": ["C", "C", "C", "N", "C", "C", "C", "C", "C", "C", "H", "H", "H", "H", "H", "H", "H", "H", "H", "H", "H", "H", "H", "H", "H", "H", "H", "H", "H", "H", "C", "C", "C", "N", "C", "C", "C", "C", "C", "C", "H", "H", "H", "H", "H", "H", "H", "H", "H", "H", "H", "H", "H", "H", "H", "H", "H", "H", "H", "H", "C", "C", "C", "N", "C", "C", "C", "C", "C", "C", "H", "H", "H", "H", "H", "H", "H", "H", "H", "H", "H", "H", "H", "H", "H", "H", "H", "H", "H", "H", "C", "C", "C", "N", "C", "C", "C", "C", "C", "C", "H", "H", "H", "H", "H", "H", "H", "H", "H", "H", "H", "H", "H", "H", "H", "H", "H", "H", "H", "H", "C", "C", "C", "N", "C", "C", "C", "C", "C", "C", "H", "H", "H", "H", "H", "H", "H", "H", "H", "H", "H", "H", "H", "H", "H", "H", "H", "H", "H", "H", "C", "C", "C", "N", "C", "C", "C", "C", "C", "C", "H", "H", "H", "H", "H", "H", "H", "H", "H", "H", "H", "H", "H", "H", "H", "H", "H", "H", "H", "H", "N", "S", "O", "O", "F", "S", "O", "O", "F", "N", "S", "O", "O", "F", "S", "O", "O", "F", "N", "S", "O", "O", "F", "S", "O", "O", "F"], "coordinates": [[6.933, -2.536, 1.078], [7.099, -1.313, 0.180], [7.290, -0.026, 1.011], [7.749, 1.219, 0.170], [8.163, 2.350, 1.186], [8.484, 3.671, 0.564], [7.380, 4.174, -0.315], [6.961, 3.077, -1.340], [6.593, 1.805, -0.591], [9.003, 0.847, -0.756], [6.183, -2.469, 1.865], [7.888, -2.708, 1.573], [6.607, -3.425, 0.537], [6.217, -1.257, -0.458], [8.002, -1.390, -0.426], [8.090, -0.135, 1.743], [6.434, 0.383, 1.548], [7.403, 2.399, 1.966], [8.976, 1.949, 1.792], [8.490, 4.345, 1.421], [9.514, 3.665, 0.207], [6.525, 4.565, 0.237], [7.752, 5.061, -0.827], [6.142, 3.420, -1.972], [7.721, 2.821, -2.078], [5.706, 2.033, 0.002], [6.251, 1.053, -1.302], [8.623, 0.560, -1.737], [9.446, 0.077, -0.124], [9.709, 1.663, -0.908], [14.187, -4.849, 5.429], [12.769, -5.126, 4.939], [11.986, -3.842, 4.772], [10.383, -3.880, 4.871], [9.825, -4.181, 6.327], [10.287, -3.012, 7.312], [9.762, -1.672, 6.817], [10.281, -1.384, 5.333], [9.890, -2.511, 4.367], [9.806, -4.944, 3.956], [14.665, -5.768, 5.770], [14.273, -4.217, 6.312], [14.807, -4.499, 4.603], [12.289, -5.732, 5.707], [12.756, -5.772, 4.061], [12.240, -3.563, 3.749], [12.586, -3.112, 5.315], [10.332, -5.094, 6.638], [8.758, -4.242, 6.115], [11.374, -3.029, 7.391], [9.894, -3.120, 8.322], [10.055, -0.823, 7.435], [8.698, -1.906, 6.851], [11.363, -1.291, 5.233], [9.932, -0.448, 4.898], [10.129, -2.407, 3.309], [8.808, -2.561, 4.490], [8.754, -5.117, 4.180], [10.456, -5.819, 3.944], [9.869, -4.606, 2.922], [7.639, -1.481, 9.857], [6.993, -0.218, 9.188], [6.630, 0.798, 10.354], [5.885, 2.050, 9.789], [5.648, 3.028, 11.033], [5.107, 4.403, 10.748], [6.012, 5.039, 9.692], [6.220, 4.278, 8.362], [6.707, 2.828, 8.671], [4.513, 1.695, 9.148], [7.631, -2.282, 9.118], [6.953, -1.749, 10.660], [8.648, -1.331, 10.243], [6.239, -0.503, 8.454], [7.714, 0.117, 8.443], [7.554, 1.155, 10.808], [5.941, 0.384, 11.089], [6.671, 3.095, 11.402], [5.032, 2.418, 11.695], [4.942, 5.030, 11.625], [4.136, 4.337, 10.258], [6.896, 5.264, 10.289], [5.654, 6.042, 9.461], [6.834, 4.863, 7.678], [5.319, 4.231, 7.749], [7.763, 2.776, 8.933], [6.608, 2.213, 7.776], [4.745, 1.244, 8.183], [3.824, 2.531, 9.026], [4.083, 0.901, 9.759], [5.678, 7.292, 1.187], [6.574, 7.679, 0.073], [6.147, 9.015, -0.560], [7.032, 9.421, -1.823], [8.574, 9.387, -1.389], [8.847, 10.457, -0.308], [8.349, 11.859, -0.643], [6.902, 11.908, -1.118], [6.554, 10.847, -2.213], [6.876, 8.588, -3.062], [6.062, 6.355, 1.592], [4.678, 6.991, 0.875], [5.781, 8.012, 1.999], [6.631, 6.844, -0.626], [7.566, 7.897, 0.470], [6.252, 9.735, 0.252], [5.073, 8.888, -0.691], [9.002, 8.414, -1.150], [9.046, 9.636, -2.340], [8.563, 10.196, 0.712], [9.927, 10.512, -0.171], [8.595, 12.553, 0.160], [8.949, 12.249, -1.465], [6.229, 11.774, -0.272], [6.678, 12.899, -1.514], [5.468, 10.796, -2.281], [6.939, 11.089, -3.204], [5.837, 8.584, -3.391], [7.170, 7.570, -2.809], [7.748, 8.689, -3.707], [9.775, 1.997, 6.415], [9.806, 3.526, 6.485], [10.344, 4.236, 5.252], [10.411, 5.848, 5.421], [8.914, 6.450, 5.463], [8.275, 6.504, 4.075], [9.178, 7.098, 2.939], [10.516, 6.383, 2.937], [11.230, 6.523, 4.289], [10.925, 6.271, 6.766], [10.724, 1.571, 6.091], [8.952, 1.724, 5.755], [9.527, 1.373, 7.274], [10.465, 3.670, 7.342], [8.796, 3.807, 6.781], [9.780, 4.077, 4.333], [11.329, 3.930, 4.899], [8.214, 6.025, 6.182], [9.077, 7.494, 5.732], [7.998, 5.462, 3.919], [7.329, 7.020, 4.242], [8.829, 7.088, 1.906], [9.254, 8.174, 3.096], [10.489, 5.373, 2.530], [11.106, 6.993, 2.253], [12.143, 5.929, 4.302], [11.579, 7.541, 4.464], [11.725, 5.589, 7.056], [10.087, 6.091, 7.438], [11.299, 7.292, 6.840], [3.467, -1.243, 0.981], [2.676, -0.228, 1.806], [2.922, 1.289, 1.466], [2.033, 2.229, 2.319], [2.578, 3.731, 2.325], [2.327, 4.426, 0.927], [0.839, 4.481, 0.572], [0.318, 3.042, 0.703], [0.579, 2.189, 1.943], [2.037, 1.971, 3.871], [3.107, -2.167, 1.432], [4.554, -1.164, 1.001], [3.215, -1.079, -0.066], [2.814, -0.481, 2.858], [1.621, -0.460, 1.654], [2.853, 1.524, 0.404], [3.886, 1.642, 1.831], [3.661, 3.825, 2.401], [1.941, 4.394, 2.911], [2.816, 3.845, 0.145], [2.766, 5.412, 0.771], [0.699, 4.881, -0.433], [0.290, 5.207, 1.170], [0.637, 2.569, -0.226], [-0.746, 3.142, 0.487], [0.284, 1.160, 1.740], [-0.055, 2.719, 2.655], [2.989, 1.745, 4.351], [1.528, 1.010, 3.940], [1.458, 2.751, 4.367], [6.456, -4.676, 4.530], [5.492, -5.634, 3.516], [4.284, -5.083, 2.929], [5.511, -7.025, 3.882], [6.533, -5.694, 2.214], [5.357, -4.185, 5.379], [4.442, -5.184, 5.993], [4.819, -2.908, 4.925], [6.425, -3.779, 6.603], [3.136, 8.285, 5.629], [3.178, 6.983, 6.738], [4.493, 6.392, 7.067], [1.926, 6.185, 6.859], [2.969, 8.090, 7.901], [3.213, 7.341, 4.443], [1.923, 7.144, 3.767], [4.390, 6.536, 4.246], [3.686, 8.546, 3.501], [5.392, 2.079, 3.620], [5.801, 3.239, 4.353], [7.220, 3.384, 4.767], [4.710, 3.797, 5.162], [5.734, 4.248, 3.041], [6.034, 0.959, 4.559], [5.555, 0.957, 5.942], [7.380, 0.522, 4.307], [5.250, -0.310, 3.952]], "atomic_forces_ev_per_a": [[0.26, -0.17, 0.39], [-0.48, 0.75, 0.55], [0.47, 0.77, -0.78], [0.70, 1.34, 0.52], [0.05, -2.03, 0.43], [-0.08, 0.11, 1.53], [0.35, -0.05, -2.06], [0.26, 0.44, 0.40], [-0.43, -0.32, -1.46], [-1.59, 0.40, 1.40], [-0.05, 0.54, 0.07], [-0.01, -0.41, 0.06], [0.44, 0.05, -0.25], [0.14, 0.32, -0.25], [-0.26, -0.45, -0.20], [0.02, -0.22, 0.04], [-0.25, -0.48, -0.05], [-0.67, 0.10, -0.56], [0.49, -0.12, -0.45], [0.32, 0.15, 0.27], [-0.25, 0.16, -0.72], [-0.13, -0.54, 0.33], [0.05, -0.06, -0.34], [-0.32, -0.15, 0.29], [0.48, 0.33, 0.17], [0.41, -0.30, 0.90], [0.15, -0.16, -0.03], [0.09, -0.50, 0.31], [0.32, -0.14, -0.78], [-0.40, 0.22, 0.38], [0.53, -0.65, -0.34], [-0.75, -1.03, 1.47], [0.09, -0.47, -1.55], [1.61, 0.59, 0.23], [1.80, 1.91, -0.35], [-0.08, -0.50, -0.89], [0.87, -0.38, -1.97], [0.11, -0.57, -0.07], [-1.14, -0.53, 1.87], [0.89, 0.26, -0.61], [-0.13, -0.23, -0.25], [-0.33, 0.42, -0.24], [0.10, 0.37, 0.20], [-0.11, -0.15, 0.22], [0.14, 0.26, -0.15], [-0.82, 0.36, -0.37], [-1.42, 0.43, 0.86], [-0.58, -0.19, -0.17], [-0.03, -0.22, 0.67], [0.07, -0.10, 0.00], [-0.04, -0.68, -0.09], [-0.21, -0.22, 0.24], [-0.43, 1.09, -0.39], [0.23, 0.09, 0.80], [-0.52, -0.02, 0.23], [0.35, 0.04, 0.24], [-0.29, -0.34, -0.54], [0.22, -0.15, 0.25], [-0.41, -0.16, 0.66], [-0.05, 0.40, 0.03], [-1.32, 0.58, -0.54], [1.03, -0.36, 0.76], [-0.46, 0.34, -3.05], [-0.86, 2.50, -0.46], [0.67, -1.51, -0.33], [-0.75, -0.59, -2.37], [0.05, 1.43, 0.41], [-0.56, -0.93, 1.70], [-0.14, -0.51, -0.18], [1.35, -1.04, 0.36], [0.11, -0.11, 0.17], [0.35, -0.46, 0.16], [-0.12, 0.18, 0.00], [-0.94, -0.13, 0.88], [0.50, 0.98, 0.49], [-0.18, 0.03, 0.12], [0.20, -0.16, -0.07], [-0.11, 0.09, 0.45], [0.07, 0.18, 0.16], [0.46, -0.28, 0.12], [-0.43, -0.25, 0.33], [0.90, -0.27, -0.69], [-0.28, 0.00, -0.09], [0.79, -0.42, 0.26], [-0.43, -0.16, 0.47], [-0.05, 0.16, 0.49], [-0.07, -0.08, 0.06], [-0.15, 0.19, -0.01], [0.48, 0.10, 0.27], [-0.19, 0.26, 0.14], [0.29, -1.01, 0.91], [0.97, 0.94, -1.13], [0.60, -1.62, -0.10], [-0.26, 0.29, 1.49], [-1.08, 1.76, -0.40], [0.52, -0.12, 0.00], [0.43, 0.04, -1.07], [-0.15, -0.52, 0.00], [0.58, 0.49, 1.24], [0.67, -1.76, 1.59], [0.18, -0.08, 0.29], [-0.27, 0.79, 0.13], [-0.83, 0.04, 0.01], [0.11, 0.30, -0.34], [0.18, -0.57, 0.05], [0.30, 0.43, -0.63], [0.01, 0.65, -1.27], [-0.96, -0.28, 0.18], [0.19, 0.46, 0.12], [-0.68, -0.51, -0.09], [0.24, -0.05, -0.40], [-0.49, -0.13, 0.21], [0.22, -0.12, -0.22], [-0.13, 0.00, -0.02], [-0.04, -0.09, -0.15], [0.05, -0.26, -0.15], [0.30, -0.10, 0.16], [0.46, 0.38, -0.54], [-0.77, -0.45, 0.65], [-0.73, 1.45, -0.72], [-0.49, -0.70, -1.51], [0.48, -0.73, 1.47], [0.01, 1.49, -0.54], [-2.08, 0.64, 0.41], [1.51, 1.41, -1.98], [-0.02, -0.94, -0.27], [-0.78, -0.50, 1.04], [0.71, 1.66, 0.25], [-0.17, -2.25, -0.28], [0.31, -1.44, 0.46], [0.01, 0.09, -0.41], [0.37, -0.26, -0.60], [0.04, 1.00, 0.84], [0.06, 0.80, -0.01], [0.08, 0.54, -0.29], [-0.70, 0.12, 0.36], [0.42, 0.06, 0.82], [0.71, -0.62, 0.05], [0.28, -0.04, 0.48], [-0.14, -0.02, -0.79], [-0.04, 0.21, -0.30], [-0.81, -0.63, 0.20], [0.56, 0.11, 0.42], [-0.15, -0.05, 0.27], [0.49, -0.37, -0.18], [0.14, 0.00, -0.15], [-0.83, 0.09, 0.63], [0.14, 0.14, -0.03], [0.35, 0.28, 0.27], [-0.35, -0.03, -0.50], [-0.45, 0.92, -0.05], [-0.04, 1.05, -0.04], [0.09, -0.41, 2.05], [0.57, 2.33, 2.18], [-1.01, 0.92, -3.73], [-0.36, -0.71, -0.63], [0.73, -0.29, 0.93], [-0.79, 0.39, -2.28], [-0.23, 1.80, -1.58], [-0.43, -2.14, -1.04], [0.51, -0.48, -0.80], [-0.09, 0.03, 0.65], [-0.31, -0.67, -0.12], [0.39, 0.54, 0.14], [-0.10, 0.08, -0.31], [-0.53, 0.05, 0.14], [0.37, -0.53, -0.30], [-0.31, -0.73, 1.14], [0.38, -0.78, 1.12], [0.11, -0.31, -0.14], [0.27, 0.14, 0.94], [0.03, -0.47, -0.19], [0.06, -0.14, 0.57], [0.41, -0.50, 0.08], [-0.32, -0.53, 0.62], [-0.03, 0.16, 0.44], [0.41, -0.73, 0.88], [0.31, 0.78, -0.61], [-0.43, 0.16, 0.32], [0.28, -0.08, -0.27], [1.28, -3.46, -5.12], [1.04, -3.52, -3.38], [1.82, 0.21, 1.20], [-0.09, 1.74, 0.29], [-0.52, 0.91, 1.21], [-4.73, 2.84, 6.46], [2.23, 2.68, -1.56], [0.28, -1.16, 1.02], [-0.89, 0.28, -0.17], [-0.35, -1.31, 3.56], [-1.14, -1.05, 9.12], [-3.27, 1.79, -1.89], [3.70, 2.08, -1.83], [0.39, -1.44, -0.78], [0.81, 1.65, -12.14], [1.56, -1.25, 2.62], [-1.86, -0.70, 1.55], [0.16, 0.40, -0.29], [-0.22, -7.07, -2.55], [0.57, 12.11, 3.52], [-2.75, -0.48, -0.42], [2.52, -0.91, -0.60], [0.50, -0.09, 0.46], [-0.93, -7.61, 1.80], [0.92, 1.11, -2.09], [-0.27, 1.48, -0.16], [0.07, 1.49, 0.00]], "lowdin_charge": [-0.073, -0.210, -0.101, -0.191, -0.104, -0.175, -0.169, -0.131, -0.132, 0.084, 0.073, 0.069, 0.095, 0.106, 0.100, 0.119, 0.101, 0.098, 0.137, 0.105, 0.126, 0.102, 0.100, 0.126, 0.117, 0.128, 0.138, 0.113, 0.102, 0.096, -0.087, -0.250, -0.110, -0.199, -0.006, -0.140, -0.161, -0.145, -0.121, 0.024, 0.088, 0.082, 0.085, 0.109, 0.118, 0.132, 0.111, 0.129, 0.102, 0.110, 0.111, 0.097, 0.104, 0.102, 0.081, 0.125, 0.126, 0.076, 0.106, 0.104, -0.073, -0.201, -0.067, -0.201, -0.079, -0.159, -0.187, -0.145, -0.076, 0.049, 0.064, 0.081, 0.082, 0.106, 0.073, 0.133, 0.133, 0.129, 0.136, 0.140, 0.110, 0.118, 0.104, 0.091, 0.082, 0.123, 0.087, 0.070, 0.103, 0.113, -0.097, -0.265, -0.072, -0.205, -0.055, -0.170, -0.178, -0.148, -0.074, 0.007, 0.054, 0.086, 0.087, 0.090, 0.076, 0.121, 0.141, 0.124, 0.130, 0.105, 0.124, 0.129, 0.124, 0.107, 0.132, 0.134, 0.140, 0.125, 0.089, 0.116, -0.087, -0.225, -0.048, -0.188, -0.069, -0.152, -0.164, -0.170, -0.078, -0.005, 0.084, 0.046, 0.064, 0.113, 0.080, 0.104, 0.135, 0.117, 0.133, 0.070, 0.116, 0.084, 0.120, 0.106, 0.125, 0.132, 0.144, 0.112, 0.099, 0.119, -0.056, -0.205, -0.070, -0.191, -0.059, -0.175, -0.180, -0.167, -0.099, 0.041, 0.104, 0.036, 0.087, 0.103, 0.109, 0.126, 0.083, 0.093, 0.124, 0.098, 0.100, 0.123, 0.118, 0.116, 0.130, 0.138, 0.145, 0.080, 0.102, 0.112, -0.306, 0.600, -0.277, -0.248, -0.245, 0.458, -0.272, -0.327, -0.267, -0.008, 0.673, -0.234, -0.192, -0.164, 0.472, -0.137, -0.207, -0.186, -0.269, 0.448, -0.293, -0.271, -0.238, 0.536, -0.261, -0.265, -0.170], "s2": 0.760, "multiplicity": 2, "e_above_lowest_ev": 3.532, "lumo_ev": [-9.3, -13.0], "charge": 4, "e_tot_ha": -6511.773937}